#A
Molecular formula: C5H17NO2
Method: DFT, ωB97M-V with the def2-TZVPD basis set

The geometry in ORCA input format:
```
! wB97M-V def2-TZVPD RIJCOSX def2/J DEFGRID3
* xyz 0 1
C 0.90312 1.40701 -1.72604
C -0.36535 1.68350 -0.88559
C -0.66893 0.55620 0.09033
C -1.88037 -0.38988 -0.25071
N -3.16201 -0.17456 0.35506
C -3.78989 1.00229 -0.24176
H 1.78257 1.48570 -1.08158
H 0.99626 2.33256 -2.31307
H 0.87362 0.55482 -2.38912
H -0.25678 2.62593 -0.33351
H -1.10711 1.92989 -1.66141
H 0.18884 -0.13987 0.07063
H -0.61688 0.85166 1.14514
H -1.86589 -0.36965 -1.34490
H -1.56809 -1.41040 0.01232
H -3.07199 -0.22093 1.35719
H -3.69238 1.00808 -1.31789
H -4.83552 1.14766 0.02636
H -3.27697 1.96700 -0.07755
H 5.44815 -2.13314 -0.87657
H 4.31602 -2.62051 0.13629
O 5.21518 -2.76293 -0.17504
H 2.97662 -2.41916 4.27067
H 3.86439 -3.41488 3.68217
O 3.59341 -2.49639 3.52857
*
```

Lowest unoccupied orbital energy (hartree): 0.02281
SMILES: CCCCNC.O.O
Kohn-Sham gap (eV): 9.1661

Results of the natural (NBO) charge analysis, in e, for atoms 1 through 2: -0.61 -0.41


#B
Molecular formula: C5H17NO2
Method: DFT, ωB97M-V with the def2-TZVPD basis set

The geometry in ORCA input format:
```
! wB97M-V def2-TZVPD RIJCOSX def2/J DEFGRID3
* xyz 0 1
C 2.88869 -1.33107 2.55457
N 1.83076 -1.61215 1.60284
C -1.23971 0.37956 0.33463
C -0.26691 -0.77245 0.59589
C 0.74532 -0.57580 1.76021
C 0.06250 -0.71046 3.10665
H 2.93439 -0.30612 2.90611
H 3.86945 -1.66134 2.16331
H 2.73717 -1.89950 3.48060
H 1.36528 -2.49002 1.78958
H -0.93998 0.91419 -0.57109
H -1.08402 1.07809 1.20092
H -2.26574 0.00579 0.36954
H -0.83372 -1.68197 0.84523
H 0.43064 -0.86318 -0.26391
H 1.18201 0.38097 1.54644
H 0.60348 -0.60241 4.05546
H -0.85998 -0.13007 3.07709
H -0.33714 -1.75048 3.16436
H -3.25648 3.76687 -5.41146
H -2.48112 4.08828 -4.09811
O -2.38770 3.79694 -5.00367
H -0.47156 1.04601 -6.94971
H -1.39548 0.63774 -5.78413
O -0.83013 0.29260 -6.47135
*
```

Lowest unoccupied orbital energy (hartree): 0.02095
SMILES: CC[C@@H](C)NC.O.O
Kohn-Sham gap (eV): 9.3183

Results of the natural (NBO) charge analysis, in e, for atoms 1 through 2: -0.42 -0.63


Which one is the least stable? From the structures above, #A.